{"formula": "C29H26BBr2N12O2Ta", "method": "ωB97M-V/def2-TZVPD", "total_charge": 3, "homo_lumo_gap_ev": [4.959, 2.901], "e_above_lowest_kcal_mol": 29.1, "s_squared": 0.77, "lumo_energy_ev": [-10.692, -12.750], "spin_multiplicity": 2, "species": ["H", "Br", "C", "H", "O", "C", "H", "C", "H", "C", "H", "C", "N", "N", "H", "C", "C", "H", "H", "H", "C", "H", "C", "N", "C", "H", "C", "C", "H", "H", "H", "N", "C", "Br", "C", "H", "H", "N", "N", "N", "C", "C", "N", "C", "C", "H", "H", "H", "O", "H", "H", "H", "C", "N", "C", "Ta", "C", "H", "C", "H", "C", "N", "C", "C", "N", "C", "H", "N", "C", "H", "C", "C", "B"], "positions_angstrom": [[5.4087, 4.5189, -4.7358], [-4.7948, -5.6021, 0.6053], [3.9077, 1.4929, 1.2013], [1.8786, 1.9502, -4.4150], [1.2254, -1.4426, 0.2391], [2.7096, 0.8623, 1.5183], [5.1618, 6.0462, -3.9667], [-0.4671, -3.2716, -1.8317], [2.9512, -0.6812, 2.9825], [0.7612, -3.0019, -2.6337], [-4.9883, -3.1833, 2.2114], [-3.4805, -1.8233, 1.5613], [-0.3391, -2.7413, 2.7935], [3.5610, 3.5945, -2.4885], [-3.5215, 3.0768, 0.9525], [2.5177, 5.0189, -3.8827], [1.5721, 4.2868, -3.2313], [5.8702, 4.6751, -3.0453], [4.3914, 2.6088, -0.6802], [2.3656, 5.8008, -4.6064], [-2.7249, -3.8361, -0.2988], [-2.7365, -5.7527, -1.2983], [1.1481, 1.3331, -3.9185], [0.3339, 2.8614, -0.8457], [2.3052, 0.1721, 2.7744], [-1.6729, 5.0534, 0.4808], [-1.5067, 2.8528, 0.3485], [-1.1194, -4.5169, -1.9457], [-3.0320, 1.3978, 0.7294], [-2.5255, -0.2155, -4.0610], [1.2560, -0.1434, 2.7440], [2.1161, -2.3937, 0.5522], [2.7949, -4.1855, 1.9227], [-3.8951, -0.5205, 2.8283], [-1.8130, -0.7696, -3.4499], [4.7852, 1.5517, 1.8209], [0.5091, -2.8947, -3.6915], [2.2296, 3.4304, -2.3813], [1.1104, 1.2214, -2.5860], [-0.5879, 2.0437, -0.2419], [5.1279, 4.9732, -3.7808], [-2.4102, -1.5989, 0.6734], [1.8543, 1.0209, 0.4928], [-3.8291, -4.0104, 0.6040], [0.1358, 0.5724, -4.4763], [1.2851, -2.1055, -2.3120], [-2.2371, -0.8990, -2.4581], [0.4982, 4.2816, -3.3273], [-1.6643, -0.5037, 0.6479], [1.4407, -3.8527, -2.5678], [2.4115, 0.8555, 3.6173], [-0.1016, 0.4818, -5.5221], [0.6760, -3.0044, 2.3297], [3.4862, -5.0180, 2.3062], [3.7231, 2.0402, -0.0556], [0.0029, -0.1345, -0.1171], [-2.0280, -2.6233, -0.2421], [-0.7192, -5.2586, -2.6239], [-0.5360, -0.0051, -3.4077], [-1.6871, -1.7433, -3.9250], [-2.7042, 2.3695, 1.0796], [2.4835, 1.7518, -0.4759], [1.8722, -3.1646, 1.5494], [-2.2367, -4.7978, -1.2022], [-0.9413, -2.3454, -1.0027], [0.0160, 4.1373, -0.5959], [-2.4989, 2.3190, 2.1508], [0.0914, 0.3605, -2.2625], [3.7709, 4.5493, -3.3839], [0.6297, 4.9498, -0.9447], [-1.1470, 4.1778, 0.1431], [-4.1803, -3.0152, 1.5117], [1.5964, 2.3376, -1.5738]], "atomic_forces_ev_per_a": [[-0.0579, -0.0985, 0.0859], [0.4183, 0.7858, 0.0290], [-0.2587, -0.1781, 0.1344], [0.0286, 0.1316, 0.1197], [-0.0807, -1.7262, 1.3038], [0.1863, 0.0608, 0.0010], [0.0667, 0.0243, 0.2575], [0.1862, 0.0198, -0.0193], [-0.0606, -0.0418, -0.0051], [0.0787, -0.0011, -0.0210], [-0.0352, 0.0061, -0.0258], [-0.1516, 0.5609, 0.5121], [-0.2508, 0.0297, 0.0316], [0.8904, 0.1132, -0.1723], [0.0165, 0.0166, -0.0501], [0.2693, -0.0087, 0.0513], [0.2104, -0.0649, -0.0821], [-0.0028, 0.1280, 0.0526], [-0.1041, 0.0719, -0.0788], [-0.0544, -0.0025, -0.0331], [0.4131, 0.2275, -0.1405], [0.0379, -0.0297, -0.0088], [0.0401, -0.1995, 0.0329], [-0.1880, 0.2070, 0.0401], [0.0512, 0.0273, -0.0111], [-0.0328, 0.0036, 0.0072], [-0.0493, 0.2452, 0.0304], [-0.0991, -0.0222, 0.0564], [-0.0768, 0.0442, 0.0054], [-0.0135, 0.0017, 0.0334], [0.0674, -0.0501, 0.0631], [1.1487, -0.2729, -0.6268], [0.2492, -0.0681, -0.0947], [0.0034, -0.3179, -0.1597], [0.0236, -0.0224, -0.0870], [0.0376, 0.0518, -0.0175], [-0.0376, -0.0005, -0.0002], [-0.9999, -0.0400, 0.2421], [-0.0280, -0.1052, -0.0335], [0.1836, -1.0003, 0.1146], [0.3319, 0.0856, -0.4632], [-0.0558, -0.6659, -0.0810], [-1.2128, -0.5493, -0.1290], [-0.4221, -0.9909, -0.1730], [-0.1061, -0.1999, 0.2426], [-0.0186, -0.0273, -0.0111], [-0.1143, 0.0292, -0.0716], [-0.0275, 0.0595, 0.0220], [-0.9430, -0.2756, 1.0492], [0.0048, 0.0029, 0.0192], [-0.0539, -0.0085, 0.0069], [-0.0427, -0.0030, -0.0175], [-0.2348, 0.2094, -0.1452], [-0.0216, 0.0196, -0.0634], [0.1142, -0.1781, 0.0933], [1.6369, 3.2947, -3.6046], [-0.0100, -0.2805, -0.3028], [0.0176, 0.0222, -0.0367], [-0.0055, 0.0548, -0.2844], [-0.0123, -0.0270, 0.0452], [-0.0198, 0.0391, 0.1258], [0.2188, 0.0872, 0.0568], [-0.4860, 0.6058, 0.0409], [-0.1216, -0.0200, 0.0132], [-0.0215, 0.7381, 0.4857], [-0.0121, -0.1054, 0.1052], [-0.0004, -0.0963, -0.0042], [-0.1116, -0.6697, 1.6007], [-0.8460, -0.3748, 0.2441], [0.0550, -0.0355, -0.1026], [-0.0765, -0.2373, 0.0619], [0.0019, 0.3248, 0.2472], [0.5704, 0.6661, -0.5067]]}